[1]
Formula: C2H9N6O3S2
Source: the Open Molecules 2025 dataset
Level of theory: ωB97M-V/def2-TZVPD

The geometry in XYZ format:
```
22
Properties=species:S:1:pos:R:3
C 0.85 1.77 0.06
C 0.36 -1.71 0.02
N 1.27 2.64 -0.82
N 0.72 1.95 1.40
N 1.66 -2.06 -0.12
N 0.18 -0.43 0.45
N -0.60 -2.59 0.27
N 0.58 0.57 -0.45
O -2.94 -1.49 0.21
O -1.36 -0.50 -1.44
O -1.02 -0.13 0.99
S -3.04 1.51 -0.14
S -2.26 -0.25 -0.27
H 1.13 3.58 -0.72
H 1.27 2.31 -1.73
H 0.81 2.81 1.75
H 0.28 1.22 1.99
H 2.34 -1.27 0.05
H 1.87 -2.73 -0.92
H -0.45 -3.56 0.35
H -1.57 -2.03 0.35
H -0.08 0.37 -1.28
```

Net charge = +1
HOMO (spin up / spin down) = -8.243 / -13.180 eV
Spin multiplicity = 3


[2]
Formula: C4H13NO
Source: the Open Molecules 2025 dataset
Level of theory: ωB97M-V/def2-TZVPD

The geometry in XYZ format:
```
19
Properties=species:S:1:pos:R:3
C -0.66 -1.11 2.71
C -0.70 -0.50 1.32
N 1.60 -1.39 -3.09
H 0.38 -1.14 3.21
H -1.31 -0.43 3.30
H -1.12 -2.15 2.50
H -1.64 -0.81 0.80
H 0.00 -1.01 0.70
H 0.57 -1.36 -3.08
H 2.00 -1.55 -4.01
H 1.94 -2.13 -2.52
C -0.77 1.74 0.15
O -0.48 0.91 1.37
C 0.47 1.73 -0.64
H -1.03 2.74 0.51
H -1.58 1.25 -0.56
H 0.36 2.36 -1.52
H 0.67 0.72 -1.12
H 1.30 2.12 -0.04
```

HOMO = -9.482 eV


[3]
Formula: C7H5IN5
Source: the Open Molecules 2025 dataset
Level of theory: ωB97M-V/def2-TZVPD

The geometry in XYZ format:
```
18
Properties=species:S:1:pos:R:3
C 0.72 -2.82 -0.60
C -1.53 1.79 1.83
C -1.10 2.77 0.97
C 0.16 -2.16 0.48
C -0.45 0.29 0.58
C -0.09 1.31 -0.32
C 1.19 -1.87 -1.47
N -1.19 0.48 1.62
N -0.37 2.57 -0.09
N 0.11 -0.88 0.18
N 0.72 -0.66 -1.06
N 0.72 0.70 -1.29
I 2.34 -1.80 -3.29
H 0.93 -3.83 -0.84
H -2.16 2.14 2.68
H -1.30 3.76 1.15
H -0.21 -2.69 1.35
H 1.52 0.91 -1.85
```

Net charge = +1
HOMO (spin up / spin down) = -9.767 / -13.717 eV
Spin multiplicity = 3


[4]
Formula: C17H27N5O3S
Source: the Open Molecules 2025 dataset
Level of theory: ωB97M-V/def2-TZVPD

The geometry in XYZ format:
```
53
Properties=species:S:1:pos:R:3
C 2.88 4.41 1.71
H 2.56 4.72 2.70
H 3.95 4.58 1.63
H 2.38 5.02 0.97
C 2.56 2.93 1.49
C 1.06 2.70 1.71
H 0.78 3.00 2.71
H 0.49 3.30 1.00
H 0.79 1.66 1.57
C 3.00 2.50 0.08
C 3.47 1.04 0.00
N 2.43 0.10 0.32
C 1.38 -0.26 -0.44
N 0.57 -1.13 0.15
C 1.12 -1.34 1.36
C 2.28 -0.59 1.51
C 3.07 -0.64 2.70
O 4.09 -0.04 2.96
N 2.48 -1.51 3.62
C 1.34 -2.28 3.52
O 0.97 -2.99 4.42
N 0.65 -2.17 2.33
C -0.57 -2.91 2.12
H -0.53 -3.41 1.16
H -1.43 -2.24 2.14
H -0.66 -3.64 2.93
H 2.97 -1.61 4.50
S 1.15 0.35 -2.05
C -0.31 -0.61 -2.55
H -0.36 -0.50 -3.63
C -1.58 -0.10 -1.86
N -2.71 -0.91 -2.28
C -3.75 -1.00 -1.26
C -4.82 -1.98 -1.74
O -5.38 -1.57 -2.96
C -4.38 -1.45 -3.95
C -3.30 -0.46 -3.53
H -2.53 -0.42 -4.30
H -3.75 0.54 -3.42
H -4.89 -1.12 -4.86
H -3.92 -2.44 -4.13
H -5.64 -2.04 -1.02
H -4.36 -2.98 -1.85
H -3.30 -1.37 -0.34
H -4.22 -0.02 -1.07
H -1.44 -0.22 -0.79
H -1.72 0.97 -2.09
H -0.13 -1.65 -2.28
H 3.82 0.83 -1.01
H 4.28 0.87 0.71
H 3.84 3.11 -0.24
H 2.19 2.65 -0.63
H 3.12 2.34 2.23
```

HOMO = -8.140 eV